1.
This record from OMol25 describes a cluster of 2 separate species, C7H10 in total. The level of theory is ωB97M-V with the def2-TZVPD basis set.

Last column: Mulliken charge in e.
Element x y z (Å)
C (1.06, 0.07, -1.17)  -0.58
C (-0.10, -0.59, -1.07)  0.09
C (-0.89, -1.49, -0.13)  -0.34
C (-0.63, -0.92, 1.24)  -0.48
C (-1.60, -0.20, 0.34)  -0.40
C (-0.95, 0.60, -0.82)  -0.13
C (0.39, 1.42, -0.85)  -0.56
H (2.11, -0.22, -1.18)  0.40
H (-1.30, -2.48, -0.29)  0.38
H (-1.10, -1.44, 2.07)  0.26
H (0.34, -0.50, 1.47)  0.08
H (-2.64, -0.09, 0.63)  0.38
H (-1.69, 0.87, -1.58)  0.41
H (0.69, 1.77, 0.15)  0.16
H (0.45, 2.25, -1.56)  0.31
H (2.80, 0.82, 1.34)  -0.10
H (3.06, 0.13, 1.42)  0.09

**Gap between HOMO and LUMO**: 9.828 eV
**E**: -272.5187 Ha
**Spin multiplicity**: 1
**Maximum force**: 0.0061 Eh/bohr

2.
This record from OMol25 describes a cluster of 2 separate species, Br2HOP in total in a non-equilibrium geometry. The level of theory is ωB97M-V with the def2-TZVPD basis set.

Last column: Mulliken charge in e.
Element x y z (Å)
O (0.32, 2.00, -0.01)  -0.31
P (1.68, 1.57, -0.18)  0.49
Br (1.61, -0.63, -0.57)  -0.17
Br (-2.08, -0.91, -0.05)  -0.21
H (-1.53, -2.03, 0.82)  0.20

**Gap between HOMO and LUMO**: 9.114 eV
**E**: -5565.2455 Ha
**Spin multiplicity**: 1
**Maximum force**: 0.0395 Eh/bohr

3.
This record from OMol25 describes a cluster of 4 separate species, CH10N2O4 in total in a non-equilibrium geometry. The level of theory is ωB97M-V with the def2-TZVPD basis set.

Last column: Mulliken charge in e.
Element x y z (Å)
N (0.51, -2.11, -1.48)  -0.53
C (-0.17, -0.95, -1.01)  0.38
N (-0.74, -1.20, 0.35)  -0.29
O (-1.09, -0.39, -1.69)  -0.49
H (0.33, -2.25, -2.48)  0.30
H (0.14, -2.92, -1.01)  0.29
H (-1.75, -1.06, 0.38)  0.31
H (-0.26, -0.58, 1.00)  0.28
H (-0.26, 2.01, 0.34)  0.40
H (-0.50, 2.31, 2.80)  0.20
O (-0.36, 1.72, 2.04)  -0.85
H (-0.37, 1.20, -0.97)  0.38
H (0.71, -0.24, -0.66)  0.32
O (0.13, 1.89, -0.55)  -0.61
H (2.33, 0.73, 1.45)  0.26
H (0.80, 1.11, 1.96)  0.37
O (1.46, 0.34, 1.54)  -0.71

**Gap between HOMO and LUMO**: 4.203 eV
**E**: -454.3176 Ha
**Spin multiplicity**: 1
**Maximum force**: 0.0558 Eh/bohr

4.
This record from OMol25 describes a cluster of 2 separate species, C7H15O2 in total in a non-equilibrium geometry. The level of theory is ωB97M-V with the def2-TZVPD basis set.

Last column: Mulliken charge in e.
Element x y z (Å)
C (-1.98, -0.93, -0.53)  0.72
C (-1.60, -1.89, -1.69)  -1.22
C (-3.57, -0.74, -1.02)  -1.46
C (-1.79, -1.41, 0.90)  -1.55
H (-1.38, -0.02, -0.67)  0.22
H (-2.41, -1.92, -2.52)  0.30
H (-1.44, -2.88, -1.36)  0.38
H (-3.84, -1.78, -0.83)  0.34
H (-4.20, -0.15, -0.25)  0.32
H (-3.51, -0.35, -1.94)  0.47
H (-0.75, -1.58, 1.13)  0.29
H (-2.22, -0.79, 1.71)  0.37
H (-2.35, -2.25, 1.05)  0.47
H (-0.81, -1.37, -2.20)  0.33
C (2.38, 0.24, 0.09)  -0.55
C (1.89, 0.69, -1.22)  -1.03
C (1.84, 1.33, 1.19)  0.48
O (1.48, 2.35, 0.68)  -0.67
O (2.13, 1.04, 2.30)  -0.68
H (2.14, -0.78, 0.39)  0.28
H (3.49, 0.17, 0.08)  0.29
H (1.06, 1.31, -1.17)  0.35
H (1.68, -0.10, -1.88)  0.32
H (2.65, 1.58, -1.56)  0.22

**Gap between HOMO and LUMO**: 6.820 eV
**E**: -426.1564 Ha
**Total charge**: -1
**Spin multiplicity**: 1
**Maximum force**: 0.1520 Eh/bohr

5.
This record from OMol25 describes an isolated molecule of C6H14FNO2S in a non-equilibrium geometry. The level of theory is ωB97M-V with the def2-TZVPD basis set.

Last column: Mulliken charge in e.
Element x y z (Å)
C (2.15, -1.62, 0.69)  -0.83
C (0.88, -1.39, -0.32)  0.09
C (0.90, 0.00, -1.17)  -0.86
N (0.42, 1.23, -0.43)  -0.06
C (-0.93, 1.06, 0.21)  -0.72
C (-2.14, 0.60, -0.81)  -0.26
C (-2.98, -0.60, -0.04)  -0.98
S (1.58, 1.83, 0.73)  1.09
O (1.36, 3.37, 0.97)  -0.57
O (1.37, 1.17, 2.14)  -0.53
F (3.23, 1.65, 0.28)  -0.25
H (2.55, -2.72, 0.50)  0.31
H (1.76, -1.48, 1.79)  0.23
H (3.04, -0.90, 0.46)  0.18
H (-0.10, -1.60, 0.29)  -0.07
H (0.94, -2.27, -1.13)  0.34
H (2.04, 0.20, -1.46)  0.43
H (0.33, -0.05, -2.21)  0.29
H (-0.90, 0.33, 1.14)  0.42
H (-1.24, 2.13, 0.64)  0.39
H (-2.90, 1.51, -0.94)  0.29
H (-1.80, 0.31, -1.89)  0.26
H (-3.79, -0.12, 0.68)  0.28
H (-2.30, -1.27, 0.66)  0.27
H (-3.48, -1.37, -0.80)  0.28

**Gap between HOMO and LUMO**: 9.321 eV
**E**: -940.0957 Ha
**Spin multiplicity**: 1
**Maximum force**: 0.1821 Eh/bohr

6.
This record from OMol25 describes a structure of composition C33H26CdF9N5O2S. The level of theory is ωB97M-V with the def2-TZVPD basis set.

Last column: Mulliken charge in e.
Element x y z (Å)
Cd (0.38, -1.28, 1.09)  2.77
C (-0.42, -1.52, 5.59)  -1.03
C (-0.01, -1.10, 4.31)  -0.33
N (-0.37, -1.73, 3.21)  0.01
C (-1.16, -2.83, 3.27)  -0.12
C (-1.57, -3.35, 4.51)  1.08
C (-1.18, -2.65, 5.67)  -0.57
C (-2.32, -4.55, 4.57)  -0.94
C (-2.61, -5.19, 3.41)  -0.89
C (-2.23, -4.67, 2.15)  -0.80
C (-1.55, -3.47, 2.02)  0.43
N (-1.15, -2.86, 0.87)  0.21
C (-1.67, -3.03, -0.37)  0.14
C (-2.82, -3.74, -0.73)  -0.93
C (-3.25, -3.85, -2.07)  -0.97
C (-2.57, -3.28, -3.10)  -1.05
C (-1.43, -2.50, -2.80)  1.38
C (-0.68, -1.84, -3.81)  -0.80
C (0.40, -1.07, -3.48)  -1.13
C (0.73, -0.94, -2.12)  -0.26
N (0.06, -1.55, -1.18)  0.45
C (-1.00, -2.35, -1.47)  -0.09
H (-0.11, -0.97, 6.46)  0.41
H (0.63, -0.24, 4.19)  0.48
H (-1.51, -3.03, 6.64)  0.40
H (-2.63, -4.94, 5.53)  0.37
H (-3.15, -6.13, 3.43)  0.38
H (-2.46, -5.27, 1.28)  0.69
H (-3.43, -4.20, 0.02)  0.64
H (-4.15, -4.42, -2.26)  0.39
H (-2.89, -3.39, -4.13)  0.40
H (-0.99, -1.96, -4.84)  0.40
H (0.99, -0.57, -4.24)  0.46
H (1.57, -0.33, -1.80)  0.32
F (4.40, 1.16, 0.11)  -0.20
C (4.54, 0.45, 1.23)  0.27
F (4.38, 1.28, 2.26)  -0.25
F (5.80, -0.01, 1.27)  -0.26
C (3.49, -0.70, 1.28)  0.54
O (2.25, -0.18, 1.09)  -1.47
C (3.82, -1.74, 0.16)  0.56
F (4.95, -2.43, 0.35)  -0.25
F (3.90, -1.14, -1.04)  -0.27
F (2.82, -2.64, 0.06)  -0.30
C (3.56, -1.42, 2.67)  0.45
F (3.15, -0.60, 3.64)  -0.26
F (2.72, -2.47, 2.67)  -0.29
F (4.78, -1.87, 2.99)  -0.25
C (-3.13, 3.81, -1.70)  -1.02
C (-2.49, 2.86, -2.71)  -0.57
C (-1.76, 1.71, -2.04)  -0.67
N (-0.55, 2.18, -1.38)  0.27
C (-0.21, 1.96, -0.11)  0.50
S (-1.16, 1.06, 0.95)  -0.57
N (0.97, 2.49, 0.37)  0.16
C (1.84, 3.48, -0.09)  0.01
O (2.89, 3.65, 0.48)  -0.56
C (1.42, 4.38, -1.20)  -0.62
C (2.15, 4.38, -2.38)  -0.06
C (1.78, 5.22, -3.43)  -0.64
C (0.68, 6.06, -3.28)  -0.43
C (-0.04, 6.08, -2.09)  -0.62
C (0.32, 5.23, -1.05)  0.35
H (-3.64, 4.63, -2.20)  0.38
H (-2.38, 4.24, -1.03)  0.10
H (-3.86, 3.28, -1.09)  0.35
H (-1.80, 3.41, -3.36)  0.31
H (-3.25, 2.44, -3.37)  0.40
H (-1.48, 0.94, -2.77)  -0.03
H (-2.38, 1.23, -1.29)  0.63
H (0.09, 2.72, -1.95)  0.11
H (1.33, 2.00, 1.18)  0.04
H (3.02, 3.74, -2.47)  0.49
H (2.34, 5.22, -4.35)  0.43
H (0.40, 6.72, -4.09)  0.40
H (-0.88, 6.74, -1.97)  0.44
H (-0.24, 5.22, -0.13)  0.53

**Gap between HOMO and LUMO**: 6.798 eV
**E**: -3162.2796 Ha
**Spin multiplicity**: 1
**Maximum force**: 0.0068 Eh/bohr

7.
This record from OMol25 describes a cluster of 2 separate species, C7H8ClPS in total in a non-equilibrium geometry. The level of theory is ωB97M-V with the def2-TZVPD basis set.

Last column: Mulliken charge in e.
Element x y z (Å)
C (2.45, -0.94, -0.02)  -0.22
C (1.45, -0.48, -0.82)  -0.40
C (2.71, -0.34, 1.22)  -0.20
C (0.57, 0.60, -0.39)  -0.63
C (1.84, 0.66, 1.64)  -0.72
C (0.72, 1.01, 0.92)  -0.01
C (-3.57, -0.84, 1.67)  -0.67
P (-2.56, 0.56, -0.65)  0.28
S (-3.91, 0.68, 0.89)  0.01
Cl (-2.71, 2.37, -1.49)  -0.23
H (3.06, -1.84, -0.39)  0.26
H (1.31, -0.81, -1.86)  0.30
H (3.62, -0.80, 1.65)  0.31
H (-0.26, 0.97, -0.91)  0.53
H (1.85, 0.95, 2.59)  0.41
H (-2.71, -1.41, 1.50)  0.34
H (-0.05, 1.73, 1.27)  0.32
H (-4.30, -0.97, 2.33)  0.34

**Gap between HOMO and LUMO (alpha / beta)**: 7.345 / 7.155 eV
**E**: -1471.1663 Ha
**Spin multiplicity**: 1
**Maximum force**: 0.0833 Eh/bohr

8.
This record from OMol25 describes a cluster of 2 separate species, C3H8O3 in total in a non-equilibrium geometry. The level of theory is ωB97M-V with the def2-TZVPD basis set.

Last column: Mulliken charge in e.
Element x y z (Å)
C (0.91, 0.80, 0.86)  -0.97
C (1.18, -0.16, -0.29)  -0.34
C (0.24, -1.31, -0.42)  0.52
O (-0.41, -1.65, -1.36)  -0.56
O (0.21, -2.02, 0.75)  -0.45
H (0.37, 1.67, 0.49)  0.26
H (1.83, 1.20, 1.31)  0.32
H (0.41, 0.25, 1.65)  0.30
H (1.20, 0.40, -1.21)  0.28
H (2.20, -0.57, -0.26)  0.32
H (-0.55, -2.63, 0.68)  0.33
O (-2.31, 1.36, -0.40)  -0.61
H (-2.01, 1.28, -1.32)  0.32
H (-3.27, 1.39, -0.48)  0.29

**Gap between HOMO and LUMO**: 11.148 eV
**E**: -344.8386 Ha
**Spin multiplicity**: 1
**Maximum force**: 0.0264 Eh/bohr